No. 1
{
  "formula": "C39H60Cl3GeN4P3SiY",
  "method": "ωB97M-V with the def2-TZVPD basis set",
  "total_charge": 2,
  "fmax_ev_per_a": 0.49,
  "e_homo_ev": [-12.29, -12.34],
  "homo_lumo_gap_ev": [6.91, 5.11],
  "e_tot_ha": -6550.243194,
  "e_lumo_ev": [-5.38, -7.23],
  "multiplicity": 2,
  "de_lowest_kj_mol": 24.6,
  "species": ["Y", "C", "C", "C", "P", "C", "N", "Ge", "N", "C", "P", "C", "C", "C", "C", "C", "C", "C", "C", "C", "C", "C", "C", "N", "C", "C", "C", "C", "C", "C", "C", "C", "C", "C", "C", "C", "N", "C", "P", "C", "C", "C", "C", "C", "C", "C", "C", "C", "H", "H", "H", "H", "H", "H", "H", "H", "H", "H", "H", "H", "H", "H", "H", "H", "H", "H", "H", "H", "H", "H", "H", "H", "H", "H", "H", "H", "H", "H", "H", "H", "H", "H", "H", "H", "H", "H", "H", "H", "H", "H", "H", "H", "H", "H", "H", "H", "H", "H", "H", "H", "H", "H", "H", "H", "H", "H", "H", "H", "Cl", "Si", "Cl", "Cl"],
  "coordinates": [[0.2360, 0.3290, 0.0921], [0.1587, -1.0081, 5.4777], [0.2152, -0.1135, 4.2385], [-0.7559, 1.0597, 4.3882], [-0.0510, -0.9906, 2.6348], [-1.6504, -1.8727, 2.9342], [-2.2028, -2.5303, 1.7662], [-1.9264, -1.6627, -0.1996], [-3.5121, -0.6785, -0.6084], [-3.3947, 0.6737, -1.1394], [-2.2630, 1.8153, -0.2285], [-2.0446, 3.2536, -1.3621], [-1.1433, 2.8729, -2.5384], [-1.4165, 4.4278, -0.6041], [-3.1998, 2.4400, 1.2290], [-3.5551, 1.2709, 2.1461], [-4.4401, 3.2502, 0.8559], [-4.7524, -1.1555, -0.1962], [-5.9055, -0.3948, 0.0088], [-7.0633, -0.9860, 0.4979], [-7.1065, -2.3367, 0.8058], [-5.9778, -3.1105, 0.5825], [-4.8350, -2.5257, 0.0694], [-3.6509, -3.2813, -0.2784], [-3.3132, -4.2763, 0.6780], [-3.5843, -5.6192, 0.5395], [-3.3494, -6.4751, 1.6091], [-2.8542, -5.9819, 2.8292], [-2.5239, -4.6630, 2.9663], [-2.6668, -3.7752, 1.8555], [-3.5796, -3.7623, -1.6406], [-4.6438, -4.3421, -2.3020], [-4.4327, -4.9632, -3.5247], [-3.1416, -5.0274, -4.0264], [-2.0812, -4.4103, -3.3733], [-2.2942, -3.7019, -2.1904], [-1.3577, -2.9407, -1.4922], [-0.0100, -2.7643, -2.0257], [0.3037, -1.0446, -2.6806], [2.0079, -1.0840, -3.4390], [2.5906, 0.3295, -3.4972], [2.9718, -2.1116, -2.8504], [-0.6501, -0.8974, -4.2798], [-2.1575, -0.6655, -4.1777], [-0.3975, -2.0615, -5.2496], [1.2449, -2.3212, 2.4893], [0.8633, -3.6929, 3.0421], [2.5736, -1.8298, 3.0769], [0.4210, -0.4180, 6.3568], [0.8483, -1.8480, 5.4308], [-0.8486, -1.3943, 5.6444], [1.2254, 0.2934, 4.1330], [-1.7716, 0.7120, 4.5842], [-0.7735, 1.7054, 3.5097], [-0.4550, 1.6689, 5.2410], [-2.3641, -1.1189, 3.2801], [-1.4953, -2.5582, 3.7633], [-4.3755, 1.1344, -1.2437], [-2.9790, 0.6446, -2.1460], [-3.0300, 3.5435, -1.7388], [-0.1424, 2.5859, -2.1890], [-1.0087, 3.7331, -3.1954], [-1.5416, 2.0585, -3.1410], [-0.4341, 4.1545, -0.2108], [-2.0252, 4.7787, 0.2263], [-1.2761, 5.2666, -1.2864], [-2.4888, 3.0872, 1.7530], [-4.3318, 0.6415, 1.7111], [-3.9217, 1.6437, 3.1036], [-2.6789, 0.6509, 2.3370], [-5.1443, 2.6554, 0.2727], [-4.2029, 4.1468, 0.2862], [-4.9574, 3.5633, 1.7638], [-5.9177, 0.6651, -0.1978], [-7.9417, -0.3722, 0.6462], [-8.0076, -2.7849, 1.1983], [-5.9916, -4.1731, 0.7916], [-4.0120, -5.9952, -0.3791], [-3.5874, -7.5255, 1.5132], [-2.7226, -6.6565, 3.6638], [-2.1213, -4.3179, 3.9057], [-5.6290, -4.3229, -1.8535], [-5.2556, -5.4180, -4.0569], [-2.9486, -5.5581, -4.9494], [-1.0949, -4.4945, -3.8035], [0.2057, -3.5004, -2.7973], [0.7380, -2.9357, -1.2426], [1.8250, -1.3822, -4.4723], [2.9354, 0.6663, -2.5222], [1.8644, 1.0564, -3.8716], [3.4459, 0.3497, -4.1736], [3.1781, -1.9494, -1.7954], [3.9233, -2.0470, -3.3805], [2.6016, -3.1297, -2.9769], [-0.1888, 0.0036, -4.7008], [-2.6386, -1.3576, -3.4834], [-2.6096, -0.8304, -5.1568], [-2.3988, 0.3570, -3.8996], [-1.1566, -2.8264, -5.1126], [0.5809, -2.5334, -5.1618], [-0.4901, -1.6935, -6.2720], [1.3852, -2.4376, 1.4058], [0.6329, -3.6563, 4.1075], [1.7073, -4.3727, 2.9163], [0.0147, -4.1273, 2.5148], [2.5514, -1.8534, 4.1657], [2.8309, -0.8187, 2.7629], [3.3781, -2.4886, 2.7495], [4.4493, 2.6286, 1.1995], [2.8326, 2.3994, -0.0308], [2.7788, -0.0872, 0.0605], [1.1792, 2.4119, 1.6047]]
}

No. 2
{
  "formula": "C39H60O30",
  "method": "ωB97M-V with the def2-TZVPD basis set",
  "fmax_ev_per_a": 9.06,
  "e_homo_ev": -10.04,
  "homo_lumo_gap_ev": 9.94,
  "smiles": "C[C@H]1COC(=O)O1.C[C@H]1COC(=O)O1.C[C@H]1COC(=O)O1.C[C@H]1COC(=O)O1.C[C@H]1COC(=O)O1.C[C@H]1COC(=O)O1.C[C@H]1COC(=O)O1.C[C@H]1COC(=O)O1.C[C@H]1COC(=O)O1.COC(=O)OC",
  "e_tot_ha": -3779.256244,
  "e_lumo_ev": -0.10,
  "de_lowest_kj_mol": 499.1,
  "species": ["C", "C", "C", "O", "C", "O", "O", "H", "H", "H", "H", "H", "H", "C", "C", "C", "O", "C", "O", "O", "H", "H", "H", "H", "H", "H", "C", "C", "C", "O", "C", "O", "O", "H", "H", "H", "H", "H", "H", "C", "C", "C", "O", "C", "O", "O", "H", "H", "H", "H", "H", "H", "C", "C", "C", "O", "C", "O", "O", "H", "H", "H", "H", "H", "H", "C", "C", "C", "O", "C", "O", "O", "H", "H", "H", "H", "H", "H", "C", "C", "C", "O", "C", "O", "O", "H", "H", "H", "H", "H", "H", "C", "C", "C", "O", "C", "O", "O", "H", "H", "H", "H", "H", "H", "C", "C", "C", "O", "C", "O", "O", "H", "H", "H", "H", "H", "H", "C", "O", "C", "O", "O", "C", "H", "H", "H", "H", "H", "H"],
  "coordinates": [[9.4996, 0.2157, 7.3415], [9.0215, 1.3293, 6.5151], [9.8950, 1.4935, 5.2832], [9.0584, 1.0081, 4.2897], [7.8456, 0.7420, 4.7313], [6.9363, 0.2389, 4.1294], [7.7303, 1.0742, 5.9758], [9.3301, -0.7181, 6.8021], [8.9907, 0.1407, 8.2633], [10.5763, 0.3229, 7.5871], [9.0165, 2.3187, 7.0182], [10.9095, 1.0667, 5.3260], [10.0590, 2.5355, 5.0600], [9.1447, -2.7265, 9.0072], [7.7486, -2.4686, 9.3566], [6.8582, -3.7362, 9.3769], [6.5383, -3.9353, 10.7391], [7.0205, -2.9163, 11.4637], [6.7823, -2.7412, 12.6526], [7.7497, -2.0937, 10.7198], [9.7817, -1.8509, 9.0746], [9.1984, -3.0252, 7.9101], [9.5707, -3.5495, 9.5515], [7.2835, -1.7316, 8.7607], [7.3064, -4.7514, 9.0541], [5.9568, -3.4618, 8.8742], [0.3839, -5.9529, 4.6946], [1.4566, -5.1771, 5.3467], [2.9038, -5.5845, 4.9820], [3.4562, -4.3923, 4.4464], [2.5739, -3.4329, 4.4921], [2.7912, -2.3020, 4.1278], [1.4211, -3.8491, 4.9005], [0.5610, -5.8783, 3.5596], [-0.6246, -5.5842, 4.8387], [0.4777, -6.9329, 5.0432], [1.2616, -5.2788, 6.4049], [2.9168, -6.3471, 4.2204], [3.4647, -5.8815, 5.8556], [4.9819, -0.9960, 6.4021], [5.5207, -2.2423, 5.7274], [7.0937, -2.3748, 5.7559], [7.2753, -3.6988, 6.0510], [6.1411, -4.2550, 6.3694], [6.0142, -5.4107, 6.7032], [5.1024, -3.4286, 6.3553], [3.8552, -0.9802, 6.2589], [5.3580, -0.0864, 5.9216], [5.3041, -0.9954, 7.4726], [5.3163, -2.3375, 4.6660], [7.5534, -1.6554, 6.4054], [7.5495, -2.2304, 4.7763], [5.5260, -1.7235, 2.1123], [5.5637, -3.2044, 2.1878], [6.2554, -3.8454, 0.8787], [7.4015, -4.3584, 1.4194], [7.4449, -4.2987, 2.6789], [8.3612, -4.6871, 3.3752], [6.4341, -3.6454, 3.2127], [4.7360, -1.3553, 1.5001], [6.4826, -1.3091, 1.7961], [5.2667, -1.3159, 3.0537], [4.5266, -3.6145, 2.1902], [6.2824, -3.1745, 0.0463], [5.5929, -4.5841, 0.3981], [6.2936, 2.0334, 8.9309], [4.9745, 2.6801, 8.4956], [4.8466, 2.8661, 6.9398], [3.6666, 2.2197, 6.6162], [3.2578, 1.4388, 7.6703], [2.3466, 0.6568, 7.5981], [3.9736, 1.7453, 8.8016], [7.1669, 2.5220, 8.4551], [6.1930, 0.9565, 8.6526], [6.3588, 1.9191, 10.0545], [4.7812, 3.6784, 8.9074], [5.6163, 2.4518, 6.3573], [4.7284, 3.9011, 6.5514], [13.1503, -1.0346, 4.1259], [12.2418, -2.2185, 4.2602], [11.2440, -2.2052, 5.4637], [10.0343, -1.9153, 4.8398], [10.1964, -1.8792, 3.4320], [9.2728, -1.7287, 2.6402], [11.4124, -2.0983, 3.1113], [13.8781, -0.9518, 4.8871], [12.5968, -0.1080, 3.9869], [13.8017, -1.1485, 3.2077], [12.7476, -3.1721, 4.1447], [11.4481, -1.4845, 6.1638], [11.1773, -3.2040, 5.9233], [9.8414, -5.9128, 6.1169], [8.8017, -7.0307, 5.9425], [9.3730, -8.3601, 5.3981], [8.8145, -9.3449, 6.2178], [8.1899, -8.7984, 7.1792], [7.6276, -9.4595, 8.0587], [8.2309, -7.5090, 7.1516], [10.8213, -6.0588, 6.5432], [9.3463, -5.1085, 6.7150], [10.0336, -5.4698, 5.1756], [8.0509, -6.6473, 5.2793], [10.4399, -8.3831, 5.4218], [9.0388, -8.6037, 4.4027], [0.2962, -0.6704, 5.2127], [-0.7195, 0.3435, 5.7981], [-0.7005, 0.5939, 7.3151], [-0.6089, 2.0061, 7.3878], [-0.5502, 2.5757, 6.2754], [-0.5308, 3.7728, 6.0664], [-0.4824, 1.6669, 5.3403], [1.3673, -0.3753, 5.3805], [0.3193, -0.6597, 4.1175], [0.0993, -1.6634, 5.5218], [-1.7530, 0.1906, 5.5107], [0.1462, 0.0707, 7.8118], [-1.5079, 0.2403, 7.9472], [3.6943, -6.5957, 8.6189], [2.6507, -5.7367, 8.2645], [2.7012, -4.4977, 8.6525], [3.6866, -3.9157, 9.5655], [1.7408, -3.8035, 8.0777], [1.6181, -2.4731, 8.1730], [4.6946, -6.1638, 8.3845], [3.5856, -7.6115, 8.2467], [3.7520, -6.6512, 9.6705], [0.5585, -2.1086, 8.1664], [2.1683, -2.1262, 7.3087], [2.1104, -2.0694, 9.0385]]
}